ORCA calculation (ωB97M-V/def2-TZVPD) on 7 unconnected molecules or ions with the total composition C27H74NO29P7 at a distorted geometry.

Results
LUMO	-1.4	eV
HOMO-LUMO gap	6.5	eV
structure (SMILES)	CCC(=O)OCCCO[C@H](COC)P(N)O.COP(=O)(OC)OC.COP(=O)(OC)OC.COP(=O)(OC)OC.COP(=O)(OC)OC.COP(=O)(OC)OC.COP(=O)(OC)OC

Structure (XYZ):
```
138
C27H74NO29P7 | OMol25 | ωB97M-V/def2-TZVPD
C -1.91 -0.15 1.94
C -1.96 -1.11 0.73
C -0.68 -1.08 -0.06
O 0.29 -1.69 0.30
O -0.61 -0.39 -1.24
C 0.02 0.90 -1.08
C -0.78 2.06 -1.67
C -2.03 2.24 -0.83
O -3.00 3.02 -1.52
C -4.25 3.02 -0.85
C -5.36 2.87 -1.89
O -5.80 1.54 -2.09
C -6.45 0.97 -0.96
P -4.54 4.64 0.12
N -4.48 4.07 1.76
O -3.12 5.46 -0.08
H -0.97 -0.26 2.48
H -2.06 0.89 1.65
H -2.72 -0.44 2.61
H -2.18 -2.12 1.07
H -2.79 -0.80 0.10
H 0.97 0.86 -1.61
H 0.19 1.12 -0.02
H -0.18 2.97 -1.65
H -1.10 1.88 -2.70
H -1.77 2.71 0.13
H -2.45 1.25 -0.66
H -4.28 2.22 -0.10
H -6.19 3.55 -1.71
H -4.92 3.18 -2.84
H -5.93 0.04 -0.69
H -6.44 1.61 -0.08
H -7.49 0.71 -1.18
H -3.64 4.43 2.22
H -4.43 3.06 1.84
H -2.38 4.99 0.35
C 0.11 -6.93 -1.15
O -0.46 -6.61 0.14
P 0.40 -6.58 1.51
O -0.41 -5.77 2.44
O 1.71 -5.86 0.88
C 1.72 -4.44 0.78
O 1.28 -7.57 2.47
C 1.89 -8.73 1.90
H -0.57 -7.63 -1.66
H 0.18 -6.02 -1.74
H 1.09 -7.38 -1.07
H 0.74 -4.01 1.00
H 1.99 -4.16 -0.24
H 2.46 -4.03 1.46
H 2.60 -8.45 1.12
H 1.14 -9.41 1.49
H 2.43 -9.25 2.69
C 2.00 -2.46 -6.28
O 1.34 -3.58 -5.68
P 1.88 -4.30 -4.33
O 0.68 -5.00 -3.83
O 2.29 -2.89 -3.63
C 1.24 -2.09 -3.07
O 3.12 -5.12 -3.66
C 4.45 -4.97 -4.21
H 2.02 -2.59 -7.36
H 1.40 -1.58 -6.05
H 3.02 -2.31 -5.92
H 0.26 -2.47 -3.37
H 1.35 -1.07 -3.45
H 1.31 -2.08 -1.99
H 4.77 -3.93 -4.15
H 4.48 -5.31 -5.25
H 5.12 -5.59 -3.62
C -3.67 5.94 7.56
O -3.59 5.03 6.46
P -4.19 3.52 6.51
O -4.32 3.14 5.09
O -5.57 3.95 7.26
C -6.65 4.46 6.47
O -4.13 2.10 7.31
C -3.63 2.08 8.67
H -2.70 6.42 7.68
H -4.41 6.70 7.32
H -3.95 5.45 8.49
H -6.35 4.64 5.44
H -7.00 5.39 6.91
H -7.46 3.73 6.49
H -4.26 2.70 9.31
H -2.60 2.41 8.71
H -3.68 1.05 9.01
C 1.84 -1.25 3.11
O 1.37 -1.11 4.46
P 2.27 -1.49 5.75
O 1.64 -0.79 6.87
O 3.66 -0.84 5.18
C 3.89 0.55 5.38
O 3.02 -2.78 6.41
C 3.42 -3.87 5.56
H 1.07 -1.72 2.51
H 2.04 -0.25 2.72
H 2.75 -1.84 3.06
H 3.01 1.06 5.76
H 4.17 1.00 4.42
H 4.72 0.67 6.08
H 4.13 -3.53 4.81
H 2.55 -4.32 5.08
H 3.90 -4.61 6.19
C -0.70 4.14 -8.99
O -0.12 3.87 -7.71
P -0.24 2.41 -6.93
O 0.98 2.61 -6.09
O 0.01 1.51 -8.27
C 1.33 1.45 -8.81
O -0.80 1.11 -6.05
C -2.17 0.66 -6.20
H -1.20 5.11 -8.96
H 0.10 4.19 -9.72
H -1.41 3.38 -9.30
H 2.00 2.17 -8.32
H 1.29 1.67 -9.87
H 1.72 0.44 -8.67
H -2.37 0.35 -7.23
H -2.87 1.45 -5.91
H -2.31 -0.19 -5.54
C 3.74 1.74 -2.29
O 3.25 2.08 -0.98
P 4.15 1.85 0.42
O 3.33 2.82 1.21
O 5.54 2.44 -0.17
C 5.64 3.85 -0.38
O 4.85 1.11 1.74
C 5.56 -0.14 1.58
H 2.95 1.23 -2.84
H 3.98 2.67 -2.81
H 4.62 1.11 -2.26
H 4.68 4.35 -0.25
H 6.01 4.03 -1.39
H 6.36 4.25 0.34
H 6.40 -0.01 0.89
H 4.90 -0.92 1.21
H 5.93 -0.43 2.55
```

Löwdin population analysis, charges in e, atoms 1 to 4:
1. C -0.05
2. C -0.12
3. C -0.47
4. O 0.11